# C46H48Cl2CsN4O2Se2Te

A structure of composition C46H48Cl2CsN4O2Se2Te at a distorted geometry (the ωB97M-V functional and the def2-TZVPD basis, the OMol25 dataset).

Summary:
* DFT total energy: -222117.026 eV
* total charge: -2
* expectation value of S²: 0.759
* energy above the lowest of the compared OMol25 structures with the same formula, charge and spin: 1.467 eV
* 2S+1: 2

Each line ends with the Löwdin spin population.
Positions of all 106 atoms, in Å:
1 Cs 1.25 2.22 -1.30  0.01
2 Cl 1.29 6.78 -2.73  0.00
3 C 2.70 5.75 -2.71  0.00
4 C 3.96 6.35 -2.59  0.00
5 C 5.09 5.59 -2.56  0.00
6 Cl 6.65 6.39 -2.42  0.00
7 C 5.02 4.18 -2.62  0.00
8 C 6.13 3.32 -2.55  0.00
9 C 5.96 1.96 -2.57  0.00
10 C 4.65 1.45 -2.64  0.00
11 N 3.59 2.22 -2.73  0.00
12 C 3.74 3.56 -2.74  0.00
13 C 2.51 4.36 -2.86  0.00
14 O 1.38 3.82 -3.05  0.00
15 H 4.03 7.42 -2.51  0.00
16 H 7.12 3.74 -2.47  0.00
17 H 6.80 1.29 -2.51  0.00
18 H 4.47 0.37 -2.62  0.00
19 C -3.49 2.49 0.51  0.00
20 N -3.45 3.38 -0.65  0.00
21 C -3.68 3.02 -1.93  0.00
22 Se -4.32 1.44 -2.57  0.00
23 N -3.41 4.12 -2.69  0.00
24 C -3.01 5.19 -1.90  0.00
25 C -2.65 6.49 -2.19  0.00
26 C -2.34 7.31 -1.11  0.00
27 C -2.39 6.84 0.20  0.00
28 C -2.74 5.53 0.48  0.00
29 C -3.06 4.72 -0.59  0.00
30 H -3.99 1.57 0.22  0.00
31 H -4.06 2.97 1.31  0.00
32 H -2.48 2.28 0.86  0.00
33 H -3.42 4.08 -3.69  0.00
34 H -2.59 6.85 -3.21  0.00
35 H -2.03 8.33 -1.30  0.00
36 H -2.12 7.50 1.02  0.00
37 H -2.75 5.15 1.50  0.00
38 C 0.42 4.36 1.60  0.02
39 C 0.68 2.86 1.45  0.04
40 O 1.84 2.49 1.08  0.02
41 N -0.33 2.04 1.65  0.19
42 Te 0.49 0.12 1.42  0.33
43 C 0.83 -1.71 2.88  0.24
44 C 1.25 -1.50 4.19  0.01
45 C 1.53 -0.12 4.76  0.02
46 C 1.43 -2.59 5.04  0.01
47 C 1.21 -3.89 4.62  -0.01
48 C 1.41 -5.07 5.55  0.00
49 C 0.82 -4.09 3.30  0.01
50 C 0.64 -3.03 2.42  0.03
51 C 0.23 -3.33 0.99  0.01
52 C -1.54 -0.54 1.28  0.01
53 C -2.41 -0.46 2.38  0.00
54 C -1.96 0.00 3.74  0.00
55 C -3.75 -0.82 2.21  0.00
56 C -4.25 -1.24 0.98  0.00
57 C -5.71 -1.59 0.81  0.00
58 C -3.38 -1.30 -0.09  0.00
59 C -2.03 -0.95 0.03  0.00
60 C -1.19 -1.03 -1.23  0.01
61 H -0.18 4.54 2.49  0.00
62 H -0.12 4.74 0.73  0.00
63 H 1.38 4.88 1.68  0.00
64 H 1.46 0.66 4.01  0.02
65 H 2.53 -0.08 5.20  0.00
66 H 0.81 0.13 5.55  0.00
67 H 1.76 -2.41 6.07  0.00
68 H 1.60 -4.73 6.57  0.00
69 H 2.25 -5.68 5.23  0.00
70 H 0.52 -5.71 5.56  0.00
71 H 0.67 -5.11 2.93  0.00
72 H 0.53 -4.34 0.70  0.00
73 H 0.68 -2.63 0.28  0.00
74 H -0.85 -3.26 0.87  0.00
75 H -1.27 0.84 3.66  0.00
76 H -1.45 -0.81 4.28  0.00
77 H -2.82 0.31 4.34  0.00
78 H -4.42 -0.75 3.07  0.00
79 H -6.29 -1.33 1.70  0.00
80 H -5.83 -2.66 0.62  0.00
81 H -6.13 -1.06 -0.05  0.00
82 H -3.76 -1.59 -1.07  0.00
83 H -1.70 -0.54 -2.06  0.00
84 H -1.02 -2.07 -1.53  0.00
85 H -0.21 -0.59 -1.10  0.01
86 C 0.37 -7.80 -0.99  0.00
87 C 0.61 -6.47 -1.68  0.00
88 C 1.84 -5.82 -1.61  0.00
89 C 2.07 -4.60 -2.24  0.00
90 C 3.42 -3.96 -2.09  0.00
91 C 1.05 -3.97 -2.99  0.00
92 Se 1.33 -2.27 -3.82  0.00
93 C -0.20 -4.63 -3.06  0.00
94 C -1.36 -4.04 -3.82  0.00
95 C -0.39 -5.85 -2.41  0.00
96 H 1.26 -8.12 -0.46  0.00
97 H 0.12 -8.58 -1.72  0.00
98 H -0.45 -7.74 -0.27  0.00
99 H 2.64 -6.28 -1.03  0.00
100 H 4.08 -4.58 -1.48  0.00
101 H 3.33 -2.97 -1.64  0.00
102 H 3.88 -3.79 -3.07  0.00
103 H -1.00 -3.49 -4.69  0.00
104 H -1.91 -3.32 -3.21  0.00
105 H -2.05 -4.82 -4.13  0.00
106 H -1.37 -6.33 -2.48  0.00